A molecular structure, C23H21F6N2O3P2V in a non-equilibrium geometry. Source: the OMol25 dataset; level of theory: wB97M-V/def2-TZVPD.

Summary:
Max |F| = 1.12 eV Å⁻¹
Calculated total energy = -93871.98577 eV
LUMO energy = -8.49 eV
Highest occupied orbital energy = -15.21 eV
Energy above the lowest of the compared OMol25 structures with the same formula, charge and spin = 164.8 kJ/mol
Frontier orbital gap = 6.724 eV

ORCA input file:
```
! wB97M-V def2-TZVPD RIJCOSX def2/J DEFGRID3
* xyz 2 1
V 1.23479 1.13585 0.30869
C -1.78098 2.52036 3.15318
C -0.76110 1.80953 2.34911
N -0.46986 2.07529 1.11804
O -1.16236 3.05572 0.45136
C 0.09162 0.69827 2.89587
C 0.13697 0.20542 4.29266
N 0.79270 0.31344 1.90890
O 1.85346 -0.31486 1.55123
H -2.65923 2.74953 2.54840
H -1.36461 3.46002 3.53257
H -2.08298 1.92445 4.01121
H -1.25593 3.82534 1.03440
H 0.18013 1.05091 4.98056
H 1.01659 -0.41649 4.44311
H -0.75556 -0.37883 4.52581
C 2.92271 -3.76881 -1.30343
C 2.21045 -3.71243 -0.10838
C 1.24748 -2.74122 0.07524
C 0.97421 -1.82771 -0.95306
C 1.69676 -1.88735 -2.15006
C 2.66857 -2.86010 -2.31957
P -0.25660 -0.55335 -0.73007
C -1.75156 -1.12418 0.06011
C -2.73870 -0.17274 0.34761
C -3.95223 -0.57972 0.87449
C -4.18520 -1.92959 1.11630
C -3.21663 -2.87457 0.81504
C -1.99766 -2.47947 0.28099
C -0.66652 0.04116 -2.38416
C -1.56620 -0.50160 -3.28235
C -1.66493 0.08721 -4.54025
C -0.90139 1.20233 -4.89708
C -0.02637 1.77773 -3.99295
C 0.06908 1.17470 -2.73832
H 3.68105 -4.52807 -1.44051
H 2.41302 -4.42392 0.68007
H 0.70933 -2.69846 1.01260
H 1.50190 -1.19409 -2.95782
H 3.22352 -2.90970 -3.24597
H -2.58382 0.87487 0.11986
H -4.72393 0.14988 1.08051
H -5.13527 -2.24613 1.52578
H -3.41031 -3.92497 0.98413
H -1.25800 -3.22654 0.02784
H -2.16988 -1.36204 -3.02429
H -2.35211 -0.33085 -5.26446
H -1.01046 1.62845 -5.88477
H 0.55299 2.65662 -4.24064
O 1.21770 2.64226 -1.08735
C 0.78714 1.65292 -1.59930
F 3.14897 1.10783 -0.15702
P 3.98548 2.40088 0.90504
F 3.65492 3.35054 -0.28699
F 5.35853 1.96894 0.34495
F 4.35564 3.54723 1.87252
F 3.97497 1.30383 2.01624
F 2.19970 2.57632 1.34440
*
```